P.
Below is a 2-piece molecular cluster, C3H10OS2 overall, with properties calculated with the ωB97M-V functional and the def2-TZVPD basis.

Last column: Löwdin charge in e.
Element x y z (Å)
1 C 2.76408 -0.04749 -1.28870  -0.09
2 C 2.70008 -1.34733 -0.49089  -0.30
3 O 3.22660 -1.36001 0.84287  -0.08
4 H 2.95308 0.80076 -0.64887  0.07
5 H 3.43376 -0.10111 -2.17279  0.07
6 H 1.83966 0.00924 -1.86592  0.06
7 H 3.03482 -2.18568 -1.09728  0.11
8 H 1.62544 -1.48874 -0.30372  0.10
9 H 2.59984 -1.06160 1.50007  0.07
10 C -2.88978 -0.60502 0.80779  -0.52
11 S -1.90055 0.07932 -0.54185  0.38
12 S -1.06244 1.72123 0.56089  0.34
13 H -3.89711 -0.21752 0.75523  0.02
14 H -2.40604 -0.40868 1.75998  0.01
15 H -2.93011 -1.69760 0.72117  0.03
16 H 0.16169 1.25743 0.35753  -0.26

Properties
LUMO energy (eV): 0.1729
Highest occupied orbital energy (eV): -8.98
SMILES: CCO.CSS
Multiplicity: 1
Molar mass (u): 126.25



Q.
Below is a 2-piece molecular cluster, C3H10OS2 overall, with properties calculated with the ωB97M-V functional and the def2-TZVPD basis.

Last column: Löwdin charge in e.
Element x y z (Å)
1 C -1.45929 1.81621 0.70895  -0.19
2 C -0.40372 0.85091 1.31539  -0.70
3 S 1.04369 0.76296 0.32721  0.63
4 S -0.18860 -0.16543 -1.61500  0.57
5 C -0.47555 -1.61490 -0.58261  -0.54
6 H -0.98052 2.68177 0.22693  0.07
7 H -2.20697 1.99868 1.46943  0.07
8 H -1.90451 1.34648 -0.17548  0.02
9 H -0.08835 1.16712 2.30734  0.07
10 H -0.94906 -0.08976 1.49160  0.06
11 H 0.36345 -1.81369 0.08501  0.02
12 H -1.45838 -1.55855 -0.12635  0.02
13 H -0.49846 -2.50261 -1.24857  0.04
14 O 3.21914 -1.38560 -1.40359  -0.09
15 H 2.34672 -0.97363 -1.27422  -0.07
16 H 3.64041 -0.51997 -1.50604  0.04

Properties
LUMO energy (eV): -1.1595
Highest occupied orbital energy (eV): -9.17
SMILES: CCSSC.O
Multiplicity: 1
Molar mass (u): 126.25



R.
Below is a 2-piece molecular cluster, C3H10OS2 overall, with properties calculated with the ωB97M-V functional and the def2-TZVPD basis.

Last column: Löwdin charge in e.
Element x y z (Å)
1 C -0.92093 3.32743 -0.16459  -0.07
2 C 0.18095 2.59002 0.74733  -0.32
3 O 0.91719 1.71182 -0.02573  -0.11
4 H -1.42613 2.57522 -0.77577  0.06
5 H -1.56925 3.72583 0.62327  0.06
6 H -0.37408 4.11027 -0.74413  0.07
7 H -0.46151 1.92386 1.32056  0.10
8 H 0.79872 3.34876 1.27044  0.12
9 H 1.43643 2.22125 -0.63476  0.08
10 C -0.85340 -0.59583 -1.22655  -0.56
11 S -0.25657 -2.21779 -0.73533  0.38
12 S 0.57920 -1.61954 1.12632  0.30
13 H -1.79329 -0.76062 -1.78506  0.03
14 H -0.16828 0.14116 -1.74086  0.05
15 H -1.19923 -0.08560 -0.32030  0.00
16 H 1.81726 -1.42710 0.59952  -0.19

Properties
LUMO energy (eV): 0.5721
Highest occupied orbital energy (eV): -8.95
SMILES: CCO.CSS
Multiplicity: 1
Molar mass (u): 126.25



Going by the energies, R is most stable and the next is 7.0 kJ/mol up.



P.
Below is a 2-piece molecular cluster, C11H18O overall, with properties calculated with the ωB97M-V functional and the def2-TZVPD basis.

Last column: Löwdin charge in e.
Element x y z (Å)
1 C -1.48190 2.30364 -2.49892  -0.09
2 C -0.63138 1.69308 -1.35622  -0.21
3 C -1.30121 0.52462 -0.67027  -0.26
4 C -2.18310 0.71440 0.38005  -0.05
5 C -2.68921 -0.31823 1.16412  -0.01
6 C -2.21191 -1.59079 0.91636  -0.32
7 O -2.63132 -2.60959 1.75287  0.02
8 C -1.29000 -1.83110 -0.09935  -0.03
9 C -0.83099 -0.78094 -0.86868  -0.05
10 H -2.54397 2.15504 -2.25561  0.07
11 H -1.32091 1.75660 -3.43538  0.07
12 H -1.29322 3.36521 -2.66965  0.07
13 H 0.30574 1.34944 -1.80737  0.10
14 H -0.43455 2.45915 -0.61384  0.10
15 H -2.54604 1.72393 0.57697  0.12
16 H -3.44381 -0.15687 1.92374  0.12
17 H -2.81189 -3.43584 1.26634  0.11
18 H -0.99537 -2.84058 -0.34349  0.11
19 H -0.10633 -0.93043 -1.67153  0.12
20 C 1.86672 0.05870 1.80969  -0.11
21 C 3.23590 0.07691 1.08983  -0.30
22 C 3.33958 -1.04018 0.02953  -0.12
23 H 1.41964 -0.93705 1.72489  0.06
24 H 1.20999 0.73624 1.26015  0.06
25 H 1.88423 0.39793 2.84270  0.06
26 H 3.24627 1.02310 0.53150  0.09
27 H 4.08092 0.06287 1.77331  0.09
28 H 2.72990 -1.89899 0.28919  0.06
29 H 3.04822 -0.67374 -0.96200  0.06
30 H 4.38000 -1.35653 -0.07895  0.06

Properties
LUMO energy (eV): 0.8652
Highest occupied orbital energy (eV): -8.58
SMILES: CCc1ccc(O)cc1.CCC
Multiplicity: 1
Molar mass (u): 166.26



Q.
Below is a 2-piece molecular cluster, C11H18O overall, with properties calculated with the ωB97M-V functional and the def2-TZVPD basis.

Last column: Löwdin charge in e.
Element x y z (Å)
1 C -3.38216 -0.49966 -1.27926  -0.06
2 C -2.01637 -1.03994 -1.66560  -0.26
3 C -1.33225 -1.71200 -0.63854  -0.04
4 C 0.03580 -2.11781 -0.77849  -0.04
5 C 0.60017 -2.03166 -2.00976  -0.33
6 O 1.84228 -2.49319 -2.43706  0.03
7 C -0.17685 -1.54742 -3.07820  -0.04
8 C -1.42609 -1.05351 -2.94703  -0.04
9 H -3.29373 0.28013 -0.52095  0.08
10 H -3.97332 -1.31612 -0.88203  0.07
11 H -3.99259 -0.13032 -2.11275  0.08
12 H -1.91169 -2.14509 0.17581  0.11
13 H 0.51124 -2.72256 -0.00147  0.12
14 H 2.40062 -2.41643 -1.65297  0.10
15 H 0.38143 -1.56654 -4.02191  0.13
16 H -1.91540 -0.65907 -3.80771  0.11
17 C -0.10046 2.12101 1.82975  -0.09
18 C 1.25327 1.56887 2.35747  -0.46
19 C 1.55091 0.10604 2.08941  -0.08
20 C 2.30961 2.60796 1.83339  -0.10
21 H -0.92503 1.45901 2.05622  0.06
22 H -0.07832 2.20651 0.72763  0.08
23 H -0.16757 3.13370 2.20944  0.07
24 H 1.25118 1.97346 3.37229  0.12
25 H 0.93077 -0.36247 2.85725  0.08
26 H 1.40931 -0.33912 1.09799  0.06
27 H 2.62086 -0.10241 2.17563  0.07
28 H 2.02822 3.59020 2.22152  0.07
29 H 3.34392 2.35278 2.05395  0.07
30 H 2.22223 2.85566 0.77598  0.07

Properties
LUMO energy (eV): 0.7664
Highest occupied orbital energy (eV): -8.43
SMILES: Cc1ccc(O)cc1.CC(C)C
Multiplicity: 1
Molar mass (u): 166.26



Going by the energies, P is most stable and the next is 88.6 kJ/mol up.



P.
Below is CH2NO4S as an isolated structure, with properties calculated with the ωB97M-V functional and the def2-TZVPD basis.

Last column: Löwdin charge in e.
Element x y z (Å)
1 C -0.06390 0.37616 0.11918  -0.10
2 N 1.70377 -0.30707 0.10241  -0.41
3 O 2.52124 0.36314 0.77044  -0.07
4 O -2.08270 -0.70813 -1.41192  -0.57
5 O 1.98997 -1.29476 -0.51853  0.00
6 O -2.54442 0.30381 0.75687  -0.58
7 S -1.77366 -0.73047 0.02960  0.60
8 H -0.01757 1.00002 1.04498  0.03
9 H 0.26726 0.99730 -0.89303  0.11

Properties
Charge: -1
LUMO energy (eV): 3.9306
Highest occupied orbital energy (eV): -4.41
Multiplicity: 1
Molar mass (u): 124.10



Q.
Below is an isolated ion of composition CH2NO4S and charge -1, with properties calculated with the ωB97M-V functional and the def2-TZVPD basis.

Last column: Löwdin charge in e.
Element x y z (Å)
1 C 0.27570 -0.32100 -0.57002  -0.20
2 N -0.06223 -1.23844 0.38857  -0.50
3 O 0.62636 -1.43745 1.41457  -0.02
4 O -0.63278 1.60803 1.39990  -0.53
5 O -1.17703 -1.75763 0.22955  -0.01
6 O -0.35853 2.27544 -0.96402  -0.55
7 S 0.26070 1.64832 0.20079  0.70
8 H 1.38704 -0.31008 -0.77266  0.10
9 H -0.31923 -0.46720 -1.32668  0.02

Properties
Charge: -1
LUMO energy (eV): 3.7618
Highest occupied orbital energy (eV): -4.22
Multiplicity: 1
Molar mass (u): 124.10



Going by the energies, Q is most stable and the next is 100.3 kJ/mol up.